The following is a DFT calculation (ωB97M-V/def2-TZVPD) of a structure of composition C30H85CrCuN5O14P.

Calculated values
⟨S²⟩ = 6.013
DFT total energy = -150952.5079 eV
Kohn-Sham gap (spin up / spin down) = 7.765 / 8.423 eV
LUMO level (spin up / spin down) = 0.29 / 0.16 eV
Charge = 0
2S+1 = 5

Element x y z (Å)
Cr  0.15  -3.07  -1.12
Cu  -0.11  0.85  0.33
P  0.83  -1.54  0.53
O  1.73  -2.65  0.11
O  -0.45  -2.42  0.68
O  0.58  -1.04  -0.92
O  1.21  -0.42  1.54
C  -0.77  -5.94  2.96
C  -1.31  -4.57  2.99
O  -1.90  -4.28  1.71
H  -0.18  -6.27  2.10
H  -1.69  -6.53  2.97
H  -0.30  -6.27  3.88
H  -0.59  -3.77  3.18
H  -2.09  -4.48  3.75
H  -1.31  -3.61  1.36
C  0.23  2.55  -4.22
C  -0.10  1.27  -3.45
O  0.23  1.18  -2.11
H  -0.01  2.49  -5.28
H  1.20  2.97  -3.94
H  -0.45  3.28  -3.80
H  0.51  0.53  -3.98
H  -1.15  1.00  -3.58
H  0.36  0.26  -1.89
C  5.77  -0.44  -0.69
C  4.41  -1.04  -0.41
O  4.17  -2.35  -0.78
H  5.67  0.64  -0.62
H  6.05  -0.63  -1.72
H  6.42  -0.64  0.16
H  3.66  -0.43  -0.91
H  4.37  -0.94  0.67
H  3.32  -2.55  -0.38
C  3.83  4.19  0.03
C  3.59  3.11  -1.03
O  2.45  3.50  -1.79
H  4.91  4.20  0.20
H  3.24  4.05  0.93
H  3.66  5.15  -0.46
H  3.36  2.15  -0.57
H  4.45  2.95  -1.68
H  2.02  2.70  -2.12
C  4.82  -1.37  4.71
C  3.76  -1.55  3.60
O  3.28  -0.38  3.04
H  4.36  -0.98  5.62
H  5.72  -0.79  4.51
H  5.09  -2.39  4.96
H  2.83  -1.90  4.05
H  3.97  -2.29  2.83
H  2.56  -0.51  2.41
C  2.85  -1.34  -4.13
C  1.63  -2.26  -3.95
C  1.45  -3.16  -5.18
O  0.12  -3.72  -5.14
C  -0.17  -4.92  -5.94
N  1.75  -2.96  -2.69
H  2.85  -0.60  -3.33
H  2.74  -0.86  -5.11
H  3.80  -1.86  -4.11
H  0.70  -1.72  -3.77
H  2.31  -3.81  -5.31
H  1.36  -2.63  -6.12
H  -0.21  -4.69  -7.01
H  -1.22  -5.18  -5.76
H  0.44  -5.81  -5.79
H  2.15  -2.36  -1.99
H  2.49  -3.64  -2.74
C  -2.72  -1.29  -3.78
C  -2.28  -1.97  -2.47
C  -3.32  -2.65  -1.60
O  -3.67  -3.99  -2.10
C  -4.69  -4.55  -1.37
N  -1.34  -3.00  -2.75
H  -1.87  -1.03  -4.40
H  -3.43  -0.52  -3.49
H  -3.28  -2.01  -4.38
H  -1.77  -1.20  -1.89
H  -4.20  -2.00  -1.53
H  -2.98  -2.73  -0.57
H  -4.20  -4.74  -0.41
H  -5.03  -5.50  -1.76
H  -5.56  -3.90  -1.26
H  -1.88  -3.83  -2.97
H  -1.02  -2.87  -3.70
C  0.60  5.61  0.42
C  -0.53  4.55  0.22
C  -1.42  4.66  -1.05
O  -1.76  5.98  -1.31
C  -2.62  6.58  -0.32
N  0.16  3.25  0.27
H  0.11  6.57  0.56
H  1.38  5.69  -0.34
H  1.03  5.47  1.42
H  -1.09  4.59  1.15
H  -2.33  4.07  -1.11
H  -0.79  4.37  -1.89
H  -2.97  7.55  -0.67
H  -2.03  6.89  0.54
H  -3.48  5.94  -0.09
H  0.53  3.14  1.20
H  0.86  3.53  -0.40
C  -4.18  -1.33  2.61
C  -3.60  -0.38  1.46
C  -4.12  1.02  1.74
O  -5.51  1.21  1.97
C  -5.78  2.54  2.18
N  -2.10  -0.25  1.24
H  -5.03  -1.92  2.25
H  -4.57  -0.77  3.46
H  -3.47  -2.06  3.00
H  -4.00  -0.69  0.49
H  -3.63  1.73  1.08
H  -3.62  1.36  2.65
H  -5.24  2.96  3.03
H  -6.87  2.53  2.21
H  -5.61  3.22  1.35
H  -1.73  -0.05  2.16
H  -1.63  -1.14  1.09
C  1.09  3.91  3.97
C  0.88  2.35  3.76
C  -0.61  1.92  3.72
O  -0.81  0.51  3.81
C  -0.41  -0.16  5.00
N  1.46  2.06  2.45
H  0.73  4.13  4.97
H  0.57  4.63  3.32
H  2.15  4.15  3.92
H  1.46  1.75  4.46
H  -1.08  2.26  2.80
H  -1.17  2.41  4.52
H  0.66  -0.10  5.22
H  -0.74  -1.19  4.89
H  -0.89  0.31  5.86
H  2.44  1.88  2.61
H  1.15  1.11  2.29

The following is a DFT calculation (ωB97M-V/def2-TZVPD) of a cluster of 9 separate species, C30H85N7O9 in total.

Calculated values
⟨S²⟩ = 0.756
DFT total energy = -61328.5255 eV
Kohn-Sham gap (spin up / spin down) = 8.098 / 2.260 eV
LUMO level (spin up / spin down) = -2.31 / -8.15 eV
Charge = +1
2S+1 = 2

Element x y z (Å)
C  -2.39  0.38  -4.21
O  -2.51  1.20  -5.36
H  -3.07  0.59  -3.38
H  -2.29  -0.66  -4.52
H  -1.48  0.72  -3.72
H  -3.11  1.92  -5.19
C  2.86  -4.76  0.44
O  2.03  -4.92  1.58
H  3.03  -5.83  0.33
H  2.54  -4.35  -0.52
H  3.76  -4.17  0.63
H  2.49  -5.51  2.17
C  -6.04  -1.80  -2.76
C  -5.35  -2.21  -1.50
C  -5.04  -1.04  -0.55
O  -4.19  -0.09  -1.20
C  -3.93  1.12  -0.58
N  -6.14  -3.20  -0.83
H  -6.94  -1.23  -2.54
H  -6.31  -2.68  -3.35
H  -5.33  -1.20  -3.32
H  -4.44  -2.77  -1.76
H  -4.51  -1.32  0.36
H  -6.03  -0.60  -0.46
H  -3.26  1.76  -1.16
H  -3.42  1.03  0.38
H  -4.87  1.63  -0.41
H  -6.36  -4.04  -1.36
H  -5.76  -3.57  0.03
C  6.65  3.57  -5.96
C  5.68  3.01  -6.99
C  4.41  2.26  -6.40
O  4.74  0.89  -6.10
C  3.62  0.19  -5.63
N  5.28  4.14  -7.80
H  6.06  4.00  -5.16
H  7.23  4.37  -6.42
H  7.47  2.93  -5.66
H  6.15  2.34  -7.71
H  3.62  2.42  -7.13
H  4.15  2.49  -5.37
H  3.14  -0.45  -6.37
H  2.81  0.68  -5.10
H  3.98  -0.50  -4.86
H  6.05  4.74  -8.10
H  4.83  3.92  -8.68
C  2.42  2.93  -2.11
C  1.07  3.22  -2.81
C  0.17  4.31  -2.17
O  -0.94  4.83  -2.95
C  -2.01  3.98  -3.39
N  1.46  3.54  -4.23
H  2.11  2.38  -1.22
H  3.13  3.72  -1.87
H  2.95  2.18  -2.69
H  0.46  2.32  -2.80
H  0.78  5.19  -1.95
H  -0.21  3.89  -1.24
H  -2.69  3.53  -2.67
H  -1.53  3.13  -3.89
H  -2.64  4.41  -4.17
H  2.03  2.73  -4.44
H  0.81  3.51  -5.01
C  -0.74  3.12  5.52
C  -1.05  1.93  4.60
C  -2.56  1.66  4.72
O  -2.71  0.63  3.80
C  -4.15  0.44  3.62
N  -0.48  1.92  3.32
H  0.32  3.13  5.80
H  -1.17  2.91  6.50
H  -1.05  4.05  5.06
H  -0.64  1.03  5.06
H  -3.18  2.52  4.46
H  -2.85  1.37  5.73
H  -4.43  -0.48  3.09
H  -4.64  1.28  3.12
H  -4.62  0.30  4.59
H  -0.66  1.01  2.91
H  0.48  2.04  3.61
C  2.00  -0.25  3.97
C  3.09  0.81  4.21
C  3.79  1.28  2.86
O  4.42  0.25  2.15
C  4.68  0.54  0.75
N  2.45  2.02  4.68
H  2.47  -1.09  3.45
H  1.19  0.10  3.34
H  1.64  -0.65  4.92
H  3.79  0.41  4.94
H  4.43  2.16  2.96
H  2.96  1.71  2.30
H  5.02  -0.33  0.18
H  5.35  1.39  0.56
H  3.72  0.83  0.34
H  2.29  1.83  5.66
H  3.24  2.65  4.74
C  -1.26  -1.05  0.14
C  0.16  -1.74  0.04
C  1.30  -0.83  -0.53
O  0.89  -0.17  -1.70
C  1.18  -0.93  -2.79
N  0.55  -2.08  1.41
H  -1.16  0.01  0.37
H  -1.95  -1.64  0.74
H  -1.72  -0.86  -0.83
H  0.08  -2.63  -0.58
H  2.19  -1.44  -0.66
H  1.59  0.04  0.07
H  0.59  -1.84  -2.88
H  2.21  -1.29  -2.85
H  0.87  -0.34  -3.65
H  0.92  -3.01  1.24
H  -0.13  -2.28  2.13
C  -2.49  -2.52  3.82
C  -1.98  -3.95  4.00
C  -1.45  -4.17  5.51
O  -0.93  -5.49  5.80
C  -1.75  -6.30  6.61
N  -3.03  -4.94  3.64
H  -1.76  -1.75  4.09
H  -3.43  -2.46  4.37
H  -2.79  -2.22  2.82
H  -1.06  -4.12  3.45
H  -2.19  -3.92  6.27
H  -0.64  -3.45  5.60
H  -2.77  -6.34  6.23
H  -1.81  -5.85  7.60
H  -1.53  -7.37  6.67
H  -3.66  -4.99  4.43
H  -2.62  -5.86  3.73

The following is a DFT calculation (ωB97M-V/def2-TZVPD) of a cluster of 11 separate species, C30H86N4O11 in total.

Calculated values
DFT total energy = -60985.7086 eV
Kohn-Sham gap = 9.191 eV
SMILES string = COC[C@H](C)N.COC[C@H](C)N.COC[C@H](C)N.COC[C@H](C)N.CCO.CCO.CCO.CCO.CCO.CCO.CCO
LUMO level = 0.37 eV
Charge = 0

Element x y z (Å)
C  2.37  1.41  -2.36
C  2.93  1.90  -3.65
O  1.89  1.90  -4.62
H  1.85  0.45  -2.49
H  1.62  2.10  -1.96
H  3.13  1.32  -1.58
H  3.77  1.26  -3.96
H  3.37  2.90  -3.53
H  2.25  2.05  -5.49
C  -1.14  -0.68  0.39
C  0.07  -0.04  -0.26
O  0.75  0.84  0.64
H  -1.81  -1.12  -0.35
H  -1.69  0.07  0.96
H  -0.82  -1.46  1.08
H  -0.16  0.55  -1.16
H  0.79  -0.77  -0.66
H  1.50  0.33  1.01
C  -3.12  1.95  -0.89
C  -3.68  3.08  -0.04
O  -3.42  2.95  1.33
H  -3.53  2.01  -1.91
H  -3.34  0.97  -0.46
H  -2.03  2.03  -0.98
H  -4.76  3.20  -0.18
H  -3.25  4.03  -0.41
H  -2.45  3.04  1.49
C  4.20  -2.10  -0.14
C  3.04  -2.06  0.83
O  2.90  -0.77  1.41
H  5.12  -1.78  0.35
H  4.05  -1.43  -0.99
H  4.33  -3.10  -0.55
H  3.17  -2.83  1.60
H  2.10  -2.34  0.33
H  2.99  -0.83  2.38
C  -4.94  -0.11  1.92
C  -5.26  0.54  3.25
O  -4.29  1.48  3.68
H  -5.54  -1.01  1.78
H  -3.88  -0.40  1.89
H  -5.08  0.57  1.09
H  -5.29  -0.23  4.03
H  -6.26  1.00  3.23
H  -3.93  1.97  2.93
C  4.29  2.40  1.06
C  5.33  2.30  2.13
O  6.52  2.92  1.68
H  4.16  3.46  0.78
H  3.34  1.98  1.39
H  4.65  1.95  0.14
H  5.49  1.24  2.41
H  4.99  2.76  3.07
H  7.24  2.68  2.26
C  -0.66  -0.93  -3.57
C  -0.99  -1.90  -4.67
O  -1.95  -2.87  -4.25
H  -1.55  -0.55  -3.05
H  -0.11  -0.06  -3.96
H  -0.04  -1.38  -2.79
H  -0.09  -2.43  -5.00
H  -1.41  -1.36  -5.52
H  -1.52  -3.44  -3.60
C  1.22  0.42  4.37
C  2.70  0.30  4.70
C  2.93  0.42  6.19
O  4.28  0.58  6.53
C  4.76  1.88  6.32
N  3.22  -0.98  4.17
H  1.05  0.19  3.31
H  0.87  1.44  4.54
H  0.63  -0.28  4.97
H  3.22  1.10  4.16
H  2.60  -0.52  6.65
H  2.32  1.21  6.64
H  5.81  1.90  6.62
H  4.20  2.62  6.91
H  4.73  2.18  5.26
H  2.64  -1.73  4.54
H  4.16  -1.14  4.53
C  -5.79  -0.40  -2.05
C  -4.76  -1.46  -2.35
C  -5.06  -2.77  -1.66
O  -4.88  -2.62  -0.28
C  -5.39  -3.74  0.43
N  -4.68  -1.73  -3.80
H  -6.80  -0.75  -2.25
H  -5.53  0.52  -2.57
H  -5.74  -0.13  -0.99
H  -3.77  -1.13  -1.97
H  -4.38  -3.55  -2.05
H  -6.09  -3.06  -1.92
H  -4.77  -4.63  0.25
H  -6.42  -3.94  0.14
H  -5.34  -3.50  1.49
H  -3.81  -2.25  -3.94
H  -4.59  -0.83  -4.27
C  0.32  -6.66  -4.06
C  1.00  -5.33  -3.82
C  0.67  -4.78  -2.45
O  -0.71  -4.53  -2.36
C  -1.07  -3.89  -1.16
N  2.44  -5.51  -3.85
H  0.63  -7.09  -5.02
H  -0.77  -6.59  -4.07
H  0.58  -7.39  -3.28
H  0.64  -4.61  -4.56
H  1.23  -3.83  -2.32
H  1.02  -5.46  -1.66
H  -0.52  -2.95  -1.04
H  -0.88  -4.55  -0.30
H  -2.13  -3.67  -1.17
H  2.92  -4.62  -3.73
H  2.77  -5.93  -4.71
C  -0.95  5.75  1.19
C  -0.31  4.50  0.62
C  1.20  4.65  0.53
O  1.50  5.65  -0.41
C  2.88  5.79  -0.64
N  -0.66  3.35  1.47
H  -0.59  5.94  2.20
H  -2.03  5.61  1.26
H  -0.75  6.63  0.59
H  -0.70  4.30  -0.38
H  1.63  3.68  0.22
H  1.63  4.93  1.51
H  3.01  6.49  -1.46
H  3.34  4.84  -0.92
H  3.39  6.19  0.25
H  -0.29  2.51  1.02
H  -0.18  3.39  2.36